The following is a DFT calculation (ωB97M-V/def2-TZVPD) of a single C21H38N2O2Si molecule.

Each line ends with the natural charge from an NBO analysis.
CARTESIAN COORDINATES (ANGSTROEM)
C1 7.040 -3.498 0.097  -0.608
C2 8.275 -2.597 0.018  -0.391
C3 8.005 -1.170 0.491  -0.412
C4 6.998 -0.409 -0.391  -0.260
N1 5.759 -0.075 0.316  -0.321
O1 5.544 1.352 0.296  -0.426
C5 4.462 1.705 -0.486  0.869
O2 4.474 1.637 -1.685  -0.591
N2 3.390 2.126 0.268  -0.636
C6 2.789 3.427 -0.068  -0.211
C7 1.651 3.785 0.901  -0.409
C8 0.237 3.695 0.301  -0.388
C9 -0.518 2.412 0.669  -0.388
C10 -2.005 2.515 0.333  -0.390
C11 -2.766 1.176 0.357  -0.408
C12 -3.674 0.967 1.581  -0.390
C13 -5.053 0.389 1.230  -0.853
Si1 -5.111 -1.460 0.785  1.630
C14 -6.684 -2.160 1.538  -1.108
C15 -3.642 -2.352 1.530  -1.117
C16 -5.119 -1.608 -1.096  -0.478
C17 -6.305 -1.831 -1.806  -0.204
C18 -6.310 -1.891 -3.198  -0.203
C19 -5.122 -1.727 -3.901  -0.212
C20 -3.930 -1.519 -3.216  -0.235
C21 -3.932 -1.463 -1.827  -0.141
H1 6.171 -3.050 -0.388  0.193
H2 7.241 -4.459 -0.379  0.210
H3 6.797 -3.702 1.142  0.205
H4 8.692 -2.608 -0.992  0.194
H5 9.039 -3.032 0.669  0.202
H6 8.951 -0.624 0.499  0.205
H7 7.637 -1.197 1.518  0.214
H8 7.451 0.511 -0.754  0.223
H9 6.774 -1.007 -1.280  0.188
H10 4.959 -0.521 -0.118  0.348
H11 3.583 2.032 1.255  0.389
H12 3.560 4.203 -0.046  0.184
H13 2.416 3.387 -1.090  0.211
H14 1.820 4.814 1.225  0.212
H15 1.730 3.167 1.799  0.200
H16 -0.347 4.557 0.637  0.200
H17 0.309 3.773 -0.786  0.198
H18 -0.063 1.580 0.124  0.199
H19 -0.380 2.251 1.743  0.191
H20 -2.088 2.966 -0.662  0.199
H21 -2.460 3.228 1.026  0.195
H22 -3.362 1.107 -0.556  0.208
H23 -2.025 0.372 0.291  0.197
H24 -3.172 0.338 2.321  0.197
H25 -3.820 1.940 2.060  0.195
H26 -5.755 0.542 2.054  0.228
H27 -5.448 0.948 0.375  0.229
H28 -6.897 -1.604 2.454  0.236
H29 -6.591 -3.212 1.814  0.239
H30 -7.559 -2.052 0.895  0.235
H31 -3.440 -1.932 2.520  0.235
H32 -2.726 -2.254 0.946  0.238
H33 -3.846 -3.414 1.675  0.243
H34 -7.241 -1.956 -1.273  0.206
H35 -7.240 -2.065 -3.725  0.210
H36 -5.128 -1.761 -4.983  0.212
H37 -2.999 -1.386 -3.754  0.212
H38 -3.000 -1.305 -1.295  0.197

Values from the calculation:
- net charge = 0
- SMILES = CCCCNOC(=O)NCCCCCCCC[Si](C)(C)c1ccccc1
- 2S+1 = 1
- frontier orbital gap (eV) = 9.9038


The following is a DFT calculation (ωB97M-V/def2-TZVPD) of a molecular structure, C28H25BF6FeO5S.

Each line ends with the natural charge from an NBO analysis.
CARTESIAN COORDINATES (ANGSTROEM)
C1 -3.201 -4.426 2.996  -0.695
C2 -1.969 -4.077 2.257  0.070
C3 -1.237 -4.952 1.484  -0.167
C4 0.010 -4.375 1.018  -0.214
C5 0.237 -3.074 1.451  -0.104
B1 -1.861 1.458 1.765  1.126
C6 -2.600 1.022 0.469  -0.371
C7 -3.825 1.651 0.232  -0.134
C8 -4.461 1.506 -0.987  -0.063
C9 -5.762 2.235 -1.151  0.966
F1 -6.423 1.898 -2.289  -0.310
F2 -6.605 1.983 -0.096  -0.320
F3 -5.571 3.595 -1.180  -0.318
C10 -3.915 0.735 -2.008  -0.156
C11 -2.766 0.015 -1.708  -0.155
C12 -2.102 -0.826 -2.769  0.979
F4 -0.743 -0.619 -2.807  -0.339
F5 -2.285 -2.167 -2.524  -0.332
F6 -2.573 -0.575 -4.022  -0.303
C13 -2.217 0.027 -0.434  -0.152
O1 -2.643 1.434 2.889  -0.688
C14 -2.082 1.845 4.133  -0.058
C15 -0.608 1.400 4.347  -0.133
C16 -0.010 2.314 5.414  -0.603
C17 -0.562 -0.005 4.927  -0.593
C18 0.224 1.435 3.039  -0.038
O2 -0.541 1.811 1.852  -0.725
S1 -1.130 -2.565 2.417  0.467
H1 -3.350 -5.511 2.925  0.266
H2 -3.111 -4.159 4.054  0.284
H3 -4.073 -3.912 2.581  0.297
H4 -1.544 -5.986 1.284  0.276
H5 0.720 -4.931 0.396  0.273
H6 -4.302 2.212 1.023  0.251
H7 -4.379 0.683 -2.980  0.266
H8 -1.559 -0.776 -0.155  0.175
H9 -2.152 2.947 4.196  0.196
H10 -2.743 1.417 4.902  0.205
H11 0.993 1.985 5.713  0.214
H12 0.051 3.352 5.064  0.221
H13 -0.645 2.290 6.313  0.231
H14 0.450 -0.215 5.305  0.213
H15 -1.270 -0.085 5.762  0.229
H16 -0.816 -0.743 4.158  0.179
H17 1.073 2.132 3.112  0.195
H18 0.647 0.445 2.822  0.152
O3 7.649 3.245 0.631  -0.379
C19 6.604 2.735 0.697  0.503
Fe1 4.993 2.232 1.202  0.040
C20 5.433 2.221 2.925  0.590
O4 5.715 2.107 4.049  -0.376
C21 4.454 3.876 1.284  0.611
O5 4.347 5.008 1.545  -0.385
C22 0.974 -0.655 0.435  -0.065
C23 1.170 0.558 -0.267  -0.217
C24 2.350 1.195 -0.597  -0.033
C25 3.648 1.042 -0.038  -0.341
C26 4.026 0.100 0.920  -0.213
C27 3.258 -1.009 1.373  -0.166
C28 1.948 -1.325 1.091  -0.037
H19 -0.039 -1.056 0.437  0.225
H20 0.270 1.007 -0.675  0.266
H21 2.282 1.935 -1.378  0.252
H22 4.451 1.711 -0.481  0.245
H23 5.057 0.141 1.329  0.236
H24 3.829 -1.709 1.972  0.257
H25 1.332 -2.491 1.473  0.226

Values from the calculation:
- net charge = +2
- 2S+1 = 5
- frontier orbital gap (alpha / beta) (eV) = 5.4334 / 4.4996
- ΔE to the lowest compared entry with this formula, charge and spin (kJ/mol) = 396.0


The following is a DFT calculation (ωB97M-V/def2-TZVPD) of 2 unconnected molecules or ions with the total composition C2H3ClO2.

Each line ends with the natural charge from an NBO analysis.
CARTESIAN COORDINATES (ANGSTROEM)
C1 -1.292 0.042 -1.133  0.279
C2 1.271 0.144 0.911  0.434
O1 -0.399 -0.728 -0.902  -0.514
O2 0.616 0.997 1.406  -0.496
Cl1 2.149 -1.006 2.013  -0.125
H1 -1.609 0.679 -0.275  0.125
H2 -2.098 -0.117 -1.911  0.124
H3 1.361 -0.011 -0.109  0.174

Values from the calculation:
- net charge = 0
- SMILES = O=CCl.C=O
- 2S+1 = 1
- frontier orbital gap (eV) = 10.7506
- ΔE to the lowest compared entry with this formula, charge and spin (kJ/mol) = 154.1


The following is a DFT calculation (ωB97M-V/def2-TZVPD) of 2 unconnected molecules or ions with the total composition C6H16.

Each line ends with the natural charge from an NBO analysis.
CARTESIAN COORDINATES (ANGSTROEM)
C1 2.038 -0.455 -0.662  -0.504
C2 2.091 -1.943 -0.398  -0.736
C3 2.755 0.384 0.395  -0.732
H1 2.387 -0.131 -1.641  0.184
H2 0.978 -0.192 -0.609  0.199
H3 1.597 -2.158 0.554  0.199
H4 3.783 0.014 0.507  0.180
H5 3.084 -2.391 -0.268  0.183
H6 1.614 -2.522 -1.195  0.193
H7 2.829 1.428 0.075  0.191
H8 2.317 0.390 1.393  0.198
C4 -1.721 0.597 0.082  -0.602
C5 -2.510 1.509 -0.856  -0.689
C6 -2.565 0.025 1.221  -0.787
H9 -1.374 -0.266 -0.490  0.189
H10 -0.829 1.048 0.512  0.194
H11 -3.314 2.008 -0.306  0.189
H12 -3.036 0.706 1.932  0.189
H13 -3.311 -0.704 0.900  0.187
H14 -3.040 0.929 -1.618  0.191
H15 -1.923 2.274 -1.369  0.195
H16 -1.850 -0.551 1.840  0.189

Values from the calculation:
- net charge = -1
- 2S+1 = 2
- frontier orbital gap (alpha / beta) (eV) = 2.6034 / 11.9828
- ΔE to the lowest compared entry with this formula, charge and spin (kJ/mol) = 9.4


The following is a DFT calculation (ωB97M-V/def2-TZVPD) of a molecular structure, C36H29N7O2RhSeSi.

Each line ends with the Mulliken charge.
CARTESIAN COORDINATES (ANGSTROEM)
Rh1 0.466 0.493 -1.055  0.773
N1 1.014 -1.477 -7.018  -0.389
C1 0.675 -0.673 -6.273  -0.233
C2 0.241 0.328 -5.347  0.128
C3 -0.608 1.360 -5.740  -0.227
C4 -0.994 2.296 -4.795  -0.754
C5 -0.531 2.171 -3.499  -0.307
N2 0.283 1.176 -3.122  -0.074
C6 0.666 0.270 -4.025  -0.117
H1 -0.952 1.428 -6.763  0.526
H2 -1.648 3.116 -5.055  0.479
H3 -0.812 2.884 -2.735  0.518
H4 1.340 -0.513 -3.697  0.574
C7 1.586 2.009 3.347  -0.940
N3 2.267 2.544 2.180  0.393
C8 1.742 2.744 0.967  -0.174
Se1 -0.023 2.435 0.426  -0.167
N4 2.688 3.262 0.166  0.256
C9 3.876 3.374 0.862  0.618
C10 5.138 3.815 0.490  -0.933
C11 6.118 3.748 1.456  -0.538
C12 5.859 3.244 2.740  -0.665
C13 4.603 2.819 3.117  -0.608
C14 3.607 2.906 2.152  0.589
H5 0.558 1.762 3.089  0.222
H6 1.590 2.752 4.144  0.382
H7 2.099 1.114 3.697  0.368
H8 2.560 3.435 -0.818  0.250
H9 5.340 4.176 -0.508  0.427
H10 7.119 4.075 1.213  0.416
H11 6.670 3.179 3.452  0.421
H12 4.407 2.417 4.101  0.480
O1 -0.508 -1.249 -0.526  -1.245
Si1 -1.942 -1.636 0.079  -0.207
C15 -3.277 -0.446 -0.538  -0.051
C16 -4.626 -0.624 -0.240  -0.147
C17 -5.584 0.245 -0.742  -0.743
C18 -5.208 1.305 -1.555  -0.640
C19 -3.869 1.507 -1.854  -0.657
C20 -2.919 0.636 -1.341  1.149
C21 -2.349 -3.395 -0.467  0.491
C22 -1.732 -3.905 -1.608  -0.390
C23 -2.063 -5.170 -2.075  -0.496
C24 -3.008 -5.930 -1.402  -0.517
C25 -3.621 -5.431 -0.263  -0.687
C26 -3.290 -4.167 0.208  -0.094
C27 -1.922 -1.502 1.969  0.519
C28 -2.282 -0.298 2.579  -0.222
C29 -2.273 -0.180 3.963  -0.798
C30 -1.900 -1.262 4.748  -0.508
C31 -1.521 -2.456 4.152  -0.738
C32 -1.530 -2.575 2.768  -0.257
H13 -4.933 -1.449 0.393  0.337
H14 -6.628 0.093 -0.498  0.420
H15 -5.959 1.975 -1.953  0.392
H16 -3.574 2.337 -2.486  0.360
H17 -1.864 0.792 -1.571  -0.044
H18 -0.992 -3.313 -2.133  0.233
H19 -1.578 -5.559 -2.962  0.415
H20 -3.262 -6.918 -1.762  0.385
H21 -4.356 -6.025 0.265  0.405
H22 -3.771 -3.790 1.104  0.349
H23 -2.584 0.550 1.972  0.488
H24 -2.570 0.754 4.426  0.457
H25 -1.907 -1.175 5.827  0.418
H26 -1.222 -3.300 4.761  0.435
H27 -1.234 -3.511 2.308  0.469
N5 1.858 -0.576 0.949  0.076
C33 2.904 -0.198 0.159  0.998
O2 2.626 0.329 -0.977  -0.863
C34 4.214 -0.291 0.656  0.573
C35 4.379 -0.710 1.990  -0.091
N6 4.401 -0.996 3.110  -0.587
C36 5.318 0.148 -0.105  0.031
N7 6.226 0.530 -0.704  -0.593
H28 0.970 -0.698 0.453  0.119
H29 2.015 -1.137 1.775  0.366

Values from the calculation:
- net charge = +1
- 2S+1 = 5
- frontier orbital gap (alpha / beta) (eV) = 7.2613 / 3.4234
- ΔE to the lowest compared entry with this formula, charge and spin (kJ/mol) = 85.1


The following is a DFT calculation (ωB97M-V/def2-TZVPD) of a molecular structure, C8H10O2.

Each line ends with the natural charge from an NBO analysis.
CARTESIAN COORDINATES (ANGSTROEM)
C1 1.247 -2.697 -0.924  -0.638
C2 0.585 -1.365 -0.780  0.006
C3 -0.803 -0.960 -1.002  -0.306
C4 -1.255 0.216 -0.533  0.330
C5 -0.378 1.088 0.270  -0.144
C6 -1.056 2.257 1.265  -0.673
C7 0.872 0.576 0.567  0.298
C8 1.366 -0.492 -0.101  -0.300
H1 1.719 -2.725 -1.960  0.230
H2 2.017 -2.711 0.056  0.237
H3 0.625 -3.865 -0.669  0.225
H4 -1.278 -1.669 -1.550  0.220
H5 -2.592 1.690 -1.128  0.500
H6 -0.542 2.318 2.229  0.230
H7 -1.207 3.203 0.649  0.218
H8 -2.136 1.832 1.184  0.236
H9 1.186 2.081 1.733  0.475
H10 2.496 -0.509 -0.027  0.221
O1 -2.392 0.615 -1.028  -0.678
O2 1.524 1.114 1.751  -0.687

Values from the calculation:
- net charge = 0
- 2S+1 = 1
- frontier orbital gap (eV) = 8.6773
- ΔE to the lowest compared entry with this formula, charge and spin (kJ/mol) = 453.9


Computed values of F_max (unit: eV/A) for the preceding records, in sequence: 0.9 6.5 3.4 1.3 2.8 6.7.